[1]
H4O2 | the ωB97M-V functional and the def2-TZVPD basis

## Properties
max |F|: 0.27 eV Å⁻¹
energy relative to the best compared isomer or geometry (same formula, charge and spin): 2.4 kcal/mol
SMILES: O.O
energy: -152.8711 Eh
Kohn-Sham gap: 11.70 eV

Element x y z (Å)
O (-0.921145, 1.644820, -0.127480)
H (-0.662638, 0.745160, -0.369602)
H (-0.850732, 1.670691, 0.832056)
O (0.805752, -0.964099, -0.143936)
H (0.161823, -1.525928, 0.303982)
H (1.466939, -1.570644, -0.495020)

Atoms 1-2, force components in eV/Å:
-0.1 -0.2 0.0
0.2 0.2 0.0

[2]
C18H22O5 | the ωB97M-V functional and the def2-TZVPD basis

## Properties
max |F|: 13.18 eV Å⁻¹
energy relative to the best compared isomer or geometry (same formula, charge and spin): 371.4 kcal/mol
SMILES: CCCCCCc1cc2cc(C(=O)OCC)c(=O)oc2cc1O
energy: -1074.7494 Eh
Kohn-Sham gap: 6.74 eV

Element x y z (Å)
C (3.068578, -5.028644, -0.448655)
C (2.001252, -5.893212, -0.781338)
C (0.570941, -5.276536, -0.766011)
C (0.373139, -4.277362, -1.707673)
C (0.711372, -2.847586, -1.102726)
H (1.439959, -2.900591, -0.513946)
H (0.504785, -2.333290, -1.827317)
C (-0.577514, -2.508746, -0.361125)
C (-0.357007, -1.196218, 0.250977)
C (-0.954707, 0.019832, -0.173798)
C (-0.826143, 1.170199, 0.170493)
C (0.164196, 1.253699, 1.326796)
C (0.841413, 0.246472, 2.122754)
C (0.320606, -1.043330, 1.401045)
O (1.045790, -2.159910, 1.920530)
H (1.390100, -2.073907, 2.835441)
H (1.323985, 0.312600, 3.059958)
O (0.344785, 2.464102, 2.139717)
C (-0.139462, 3.829793, 1.480346)
O (0.042186, 4.640637, 2.249816)
C (-0.850512, 3.627890, 0.345609)
C (-1.392072, 2.300940, -0.197438)
H (-1.980890, 2.416027, -1.129943)
C (-1.653179, 4.786949, -0.172315)
O (-2.370150, 4.935953, -1.176912)
O (-0.794492, 6.046575, 0.050423)
C (-1.153964, 7.242856, -0.250409)
C (-2.338764, 7.848298, 0.390950)
H (-3.219410, 7.085312, 0.646820)
H (-2.600168, 8.827852, 0.283731)
H (-1.874553, 7.887098, 1.425830)
H (-0.232744, 7.855207, -0.514375)
H (-1.725353, 7.107739, -1.427754)
H (-1.529406, -0.097932, -0.981020)
H (-0.743205, -3.279805, 0.575440)
H (-1.736301, -2.482430, -1.019872)
H (-0.536299, -4.383455, -2.198102)
H (0.792815, -4.537310, -2.457721)
H (-0.127266, -6.262352, -0.835127)
H (0.391948, -5.167626, 0.246357)
H (1.983563, -6.836692, 0.053390)
H (1.964201, -6.643607, -1.759357)
H (3.025339, -4.708684, 0.529884)
H (4.172591, -5.613873, -0.367923)
H (3.240018, -4.352934, -1.335449)

Atoms 1-2, force components in eV/Å:
6.1 -0.9 -3.1
-3.7 -7.4 -0.1

[3]
C10H16O | the ωB97M-V functional and the def2-TZVPD basis

## Properties
max |F|: 5.18 eV Å⁻¹
energy relative to the best compared isomer or geometry (same formula, charge and spin): 74.7 kcal/mol
SMILES: Cc1ccc(O)cc1.CCC
energy: -465.7788 Eh
Kohn-Sham gap: 9.13 eV

Element x y z (Å)
C (-0.001584, 1.897555, -2.209475)
C (-0.364906, 2.558790, -0.852534)
C (-0.694889, 0.596667, -2.213905)
H (-0.424867, 2.600130, -2.933774)
H (0.986233, 1.530485, -2.311354)
H (-1.374345, 2.830672, -0.858513)
H (-0.870585, 0.228180, -1.144024)
H (-1.574933, 0.559108, -2.691071)
H (0.277445, 3.500376, -0.746642)
H (-0.130796, 1.717126, -0.070303)
H (-0.006320, -0.238235, -2.681434)
C (2.532302, -0.691617, 0.292429)
C (-0.612345, -0.575319, 2.520495)
C (-1.475378, -1.388827, 1.824108)
C (0.709965, -0.392759, 2.061653)
C (1.252740, -1.110154, 0.988607)
C (-0.988145, -1.996043, 0.613924)
C (0.333871, -1.999183, 0.372846)
O (-2.738384, -1.541980, 2.317328)
H (-0.975246, -0.025710, 3.389203)
H (1.332360, 0.406158, 2.467501)
H (-1.522820, -2.556605, -0.003170)
H (-3.409738, -1.679406, 1.592302)
H (3.312100, -1.527306, 0.207526)
H (3.202812, 0.095029, 0.890304)
H (0.684360, -2.696876, -0.218727)
H (2.541092, -0.100256, -0.603301)

Atoms 1-2, force components in eV/Å:
-1.8 0.9 1.3
4.0 -0.8 0.5

[4]
H30O15 | the ωB97M-V functional and the def2-TZVPD basis

## Properties
max |F|: 3.68 eV Å⁻¹
energy relative to the best compared isomer or geometry (same formula, charge and spin): 36.6 kcal/mol
energy: -1146.5818 Eh
Kohn-Sham gap: 9.38 eV

Element x y z (Å)
O (0.371289, -2.481022, 2.191689)
H (0.471289, -1.841022, 1.421689)
H (1.028289, -2.184022, 2.862689)
O (0.535289, -0.606022, 0.235689)
H (-0.140711, -0.011022, 0.525689)
H (0.050289, -1.192022, -0.363311)
O (3.139289, -1.667022, -0.752311)
H (3.639289, -1.056022, -1.249311)
H (2.567289, -2.087022, -1.383311)
O (3.000289, 0.018978, 1.860689)
H (3.757289, 0.154978, 1.276689)
H (2.404289, -0.597022, 1.466689)
O (-1.083711, -0.416022, 3.675689)
H (-0.739711, -0.348022, 4.544689)
H (-0.542711, -1.092022, 3.272689)
O (-0.486711, -0.786022, -3.136311)
H (-0.182711, -0.515022, -3.996311)
H (0.124289, -1.514022, -2.928311)
O (2.269289, 2.169978, 0.547689)
H (2.541289, 2.908978, 1.089689)
H (2.371289, 1.374978, 1.065689)
O (0.036289, 3.095978, -0.815311)
H (-0.500711, 2.298978, -0.974311)
H (0.895289, 2.731978, -0.558311)
O (-1.621711, 1.074978, -1.637311)
H (-1.160711, 0.367978, -2.192311)
H (-2.311711, 1.317978, -2.271311)
O (-3.103711, -1.384022, -2.033311)
H (-3.573711, -0.819022, -1.354311)
H (-2.287711, -1.751022, -1.693311)
O (-0.361711, 1.456978, 1.793689)
H (-0.722711, 1.034978, 2.597689)
H (0.420289, 1.757978, 2.165689)
O (-2.617711, 2.742978, 0.767689)
H (-1.811711, 2.332978, 0.939689)
H (-2.571711, 3.487978, 0.170689)
O (-0.913711, -2.815022, -0.995311)
H (-1.117711, -3.446022, -1.643311)
H (-0.658711, -3.446022, -0.353311)
O (-2.258711, -0.395022, 0.563689)
H (-2.135711, 0.113978, -0.250311)
H (-3.167711, -0.538022, 0.631689)
O (2.071289, 0.700978, -2.051311)
H (1.776289, 0.396978, -1.195311)
H (2.604289, 1.445978, -1.840311)

Atoms 1-2, force components in eV/Å:
0.7 0.9 0.2
-0.1 -0.5 1.0